A cluster of 7 separate species, C43H87F4N2O19S6 in total at a distorted geometry. Source: the Open Molecules 2025 dataset; level of theory: the ωB97M-V functional and the def2-TZVPD basis.

## Properties
Net charge   +1
HOMO level   -0.3158 Ha
DFT total energy   -163751.451 eV
LUMO   -3.741 eV
Gap between HOMO and LUMO   4.85 eV

The geometry in XYZ format:
```
161
Properties=species:S:1:pos:R:3:forces:R:3
C 0.680268 -4.512225 -0.528437 0.1 -0.2 -0.4
C -0.771378 -4.455317 -0.045886 0.9 0.1 -0.1
C -1.000025 -3.122860 0.707053 -0.2 -0.9 0.3
F 0.088140 -2.275606 0.648797 -0.2 0.3 -0.4
C -2.275667 -2.408746 0.311521 0.2 -0.1 0.8
C -3.314719 -2.366638 1.252580 0.0 0.6 -1.3
C -4.448067 -1.674753 0.883954 0.4 -0.4 0.6
C -5.643768 -1.554358 1.793702 0.1 -0.2 0.1
C -5.457596 -2.032586 3.260288 -0.7 1.1 -1.0
C -5.195118 -0.921519 4.227404 0.7 0.5 -0.4
F -6.304649 -0.419670 4.839484 0.3 -1.2 1.1
C -3.978733 -0.409112 4.569194 -1.6 -0.6 0.2
F -3.517993 -0.456687 5.807593 0.0 1.7 -0.3
F -3.203335 0.194473 3.681388 1.0 -1.4 0.4
C -4.437427 -1.072536 -0.402973 -1.6 0.6 -0.2
C -5.632131 -0.240772 -0.841523 1.2 0.5 -0.6
C -5.126322 1.012654 -1.592013 -0.5 -0.1 0.3
C -4.329133 1.931216 -0.648087 -0.5 1.2 0.0
C -5.357147 2.776100 0.162623 0.7 -0.8 -0.4
C -3.386615 2.917580 -1.383192 0.4 -0.5 0.3
C -1.924807 2.834284 -0.936607 1.0 1.9 0.3
C -1.758056 3.050669 0.575797 0.8 -0.4 -0.5
C -0.659641 2.452786 1.184390 -0.3 0.2 0.7
C -0.775239 1.216771 2.056874 -0.3 1.1 1.1
C 0.729834 2.975996 0.975903 0.2 -1.4 -1.9
N -3.472715 -1.161489 -1.290963 0.2 -0.7 1.3
N -2.413617 -1.848627 -0.883348 0.9 -0.2 -0.5
C -1.315065 -1.996618 -1.897235 -0.6 0.7 -1.4
C -1.629672 -1.352544 -3.255954 0.7 -0.1 0.1
C -1.408848 0.158112 -3.319245 -0.4 -0.6 -0.1
C 0.057543 0.541156 -3.125537 -0.2 0.5 -0.3
O 0.857455 -0.081081 -4.116871 0.1 0.0 0.2
H 0.827012 -3.851808 -1.382402 0.2 0.0 0.0
H 0.961104 -5.522800 -0.818188 -0.2 -0.1 -0.1
H 1.383812 -4.232023 0.250176 0.0 0.1 0.1
H -1.463926 -4.577562 -0.876616 0.0 0.0 0.0
H -0.905957 -5.310554 0.613587 -0.3 0.2 0.2
H -1.077089 -3.391195 1.760552 -0.2 0.3 0.1
H -3.177563 -2.864477 2.196250 0.0 0.0 0.1
H -5.938011 -0.508247 1.843777 -0.1 0.1 -0.1
H -6.480161 -2.080238 1.324972 0.0 0.0 -0.1
H -6.427675 -2.420634 3.574447 0.0 -0.1 0.1
H -4.752861 -2.847172 3.385030 0.1 0.0 0.0
H -6.288312 -0.841722 -1.471492 -0.1 0.0 0.1
H -6.174525 0.147240 0.010753 -0.2 -0.4 0.1
H -6.033258 1.555866 -1.866631 0.1 0.1 -0.2
H -4.624808 0.772477 -2.527991 0.2 -0.2 0.1
H -3.741745 1.399297 0.109529 0.1 -0.3 -0.3
H -6.068106 3.227737 -0.525483 -0.1 0.1 0.1
H -5.857985 2.100047 0.857361 -0.3 0.4 0.2
H -4.828087 3.567824 0.684946 -0.2 0.0 0.3
H -3.391891 2.740180 -2.460414 -0.2 0.2 -0.1
H -3.715943 3.933231 -1.166958 -0.1 0.1 -0.4
H -1.484142 1.863597 -1.145131 -0.2 -0.1 -0.1
H -1.334068 3.566690 -1.505911 -0.2 -0.1 -0.3
H -2.476128 3.654842 1.125370 -1.1 -1.5 0.3
H 0.074889 0.564444 1.853614 0.1 0.1 -0.1
H -1.677748 0.670660 1.788997 -0.1 0.0 0.2
H -0.757602 1.428699 3.134643 -0.1 -0.3 0.1
H 0.810744 3.323478 -0.061660 0.2 0.5 0.2
H 0.970913 3.788627 1.669610 -0.3 -0.1 -0.1
H 1.479028 2.184409 1.073080 0.1 0.1 0.2
H -0.403072 -1.530385 -1.543550 0.0 -0.3 0.5
H -1.177225 -3.045311 -2.124307 0.1 -0.2 0.6
H -0.870655 -1.784118 -3.916001 -0.1 -0.2 0.0
H -2.585046 -1.680462 -3.659531 -0.1 0.1 0.1
H -2.096488 0.637558 -2.623862 0.2 0.3 0.0
H -1.676029 0.467435 -4.330821 -0.1 0.1 0.0
H 0.141457 1.613200 -3.307940 0.0 0.1 0.1
H 0.432399 0.378184 -2.108773 0.0 -0.2 0.0
H 1.214104 -0.917165 -3.799494 0.0 -0.1 0.0
O 2.269249 5.625505 2.749071 0.0 0.1 -0.3
S 1.711368 6.802971 3.348311 -0.1 0.0 0.9
O 1.163989 7.846085 2.537040 0.1 0.0 0.2
O 2.764074 7.411198 4.361110 -0.1 0.0 0.0
C 4.079766 7.750795 3.859528 0.6 0.2 -0.3
C 4.074056 8.998157 2.998523 -0.3 0.0 -0.1
C 0.503421 6.329157 4.535625 0.0 0.0 0.1
H 4.499319 6.899075 3.321917 -0.2 -0.1 0.0
H 4.695932 7.914019 4.740816 -0.2 -0.1 0.2
H 3.508049 8.848440 2.080314 0.0 0.0 0.0
H 5.093069 9.268863 2.723179 0.0 0.0 0.1
H 3.615820 9.830566 3.532419 0.1 0.0 0.0
H 0.915996 5.549572 5.170080 0.0 0.0 0.0
H -0.357554 5.955211 3.984708 0.0 0.0 -0.1
H 0.223705 7.202841 5.118094 0.0 0.0 0.0
O -6.252823 7.287974 2.116492 0.2 0.0 -0.2
S -7.342509 6.373479 1.972560 -0.4 0.1 0.3
O -7.307380 5.354805 0.967259 0.2 0.0 -0.1
O -8.693986 7.195693 1.841945 0.0 -0.1 0.1
C -8.792574 8.185114 0.793259 0.0 0.4 -0.6
C -8.948556 7.566599 -0.581732 0.1 -0.2 0.0
C -7.690915 5.622903 3.525544 -0.1 0.0 0.1
H -7.929335 8.851188 0.833436 0.1 -0.1 0.1
H -9.672329 8.778932 1.031222 0.0 -0.1 0.3
H -8.059421 7.008344 -0.870545 0.0 0.0 0.0
H -9.114279 8.344426 -1.327151 -0.1 0.1 0.1
H -9.789396 6.873077 -0.597084 0.0 0.1 0.0
H -7.743653 6.394118 4.288758 0.0 0.0 0.0
H -6.876033 4.934119 3.737786 0.0 0.0 -0.1
H -8.629364 5.080114 3.450412 0.0 0.0 0.0
O 3.241294 -6.629900 0.423930 -0.3 0.0 0.0
S 3.848595 -7.810453 0.971419 0.7 -0.2 0.0
O 3.033959 -8.871031 1.475678 -0.3 0.1 -0.1
O 4.895026 -7.375938 2.084436 0.0 0.0 -0.1
C 4.433779 -6.555039 3.175654 -0.3 0.3 0.5
C 3.587891 -7.326418 4.169858 -0.1 -0.2 -0.1
C 5.003930 -8.471981 -0.173959 0.1 0.0 -0.1
H 3.896952 -5.688534 2.784188 0.0 -0.1 -0.2
H 5.331677 -6.185798 3.666745 0.1 -0.1 -0.2
H 2.655247 -7.665208 3.721241 0.0 0.0 0.0
H 3.341369 -6.695115 5.024282 0.1 0.0 0.0
H 4.120405 -8.209686 4.521116 0.0 0.0 0.0
H 5.642558 -7.673183 -0.540638 0.0 0.0 0.1
H 4.435295 -8.906599 -0.993671 -0.1 0.0 0.0
H 5.590726 -9.242128 0.320323 0.0 0.0 0.0
O 8.275410 -9.878717 2.451368 -0.3 -0.1 -0.2
S 9.124375 -9.410330 1.399495 0.6 0.2 0.1
O 8.583055 -9.073898 0.116160 -0.3 -0.1 0.1
O 10.328022 -10.427336 1.208586 0.0 0.1 0.0
C 10.017022 -11.813369 0.945362 -0.2 -0.6 -0.2
C 9.505045 -12.040809 -0.463156 -0.1 0.2 -0.1
C 10.074188 -8.047857 1.978710 0.1 0.0 0.0
H 9.308031 -12.179308 1.689772 0.0 0.2 0.0
H 10.948531 -12.356199 1.089713 0.1 0.2 0.1
H 8.545053 -11.552208 -0.621984 0.0 0.0 0.0
H 9.374499 -13.107130 -0.648030 0.1 0.0 0.1
H 10.203053 -11.634847 -1.195190 0.0 -0.1 0.0
H 10.511249 -8.303068 2.939931 0.0 0.0 0.0
H 9.394003 -7.205293 2.082433 -0.1 0.0 0.0
H 10.843267 -7.819353 1.245802 0.0 0.0 0.0
O 1.547767 -3.046620 -4.239194 0.0 0.3 0.2
S 2.884423 -3.549355 -4.431947 0.4 -0.7 -0.4
O 3.998729 -2.917497 -3.801969 -0.3 0.3 0.2
O 3.162642 -3.689443 -5.982640 -0.1 -0.1 0.1
C 3.004356 -2.514749 -6.816354 0.0 0.7 -0.4
C 4.123427 -1.510287 -6.629708 0.1 -0.1 0.3
C 2.919510 -5.263648 -4.039909 -0.1 -0.1 0.0
H 2.029013 -2.060975 -6.632037 0.0 -0.1 0.2
H 3.004158 -2.880329 -7.840708 0.0 -0.3 0.1
H 4.116444 -1.086005 -5.626962 0.0 0.0 0.0
H 4.015418 -0.691869 -7.341034 -0.1 -0.1 -0.1
H 5.093323 -1.985222 -6.776718 0.0 0.0 -0.1
H 2.088070 -5.759767 -4.533440 0.0 0.0 0.0
H 2.824842 -5.348044 -2.958260 0.0 0.1 0.0
H 3.871167 -5.674969 -4.364798 0.0 0.0 0.0
O 2.149567 8.263263 -1.894885 0.1 -0.1 -0.2
S 1.065804 7.339024 -1.753034 -0.4 0.0 0.4
O 1.051475 6.117358 -2.502940 0.2 0.0 -0.1
O -0.303060 8.117581 -2.005003 0.0 -0.1 0.1
C -0.458474 8.828809 -3.248613 0.0 0.2 -0.6
C -0.679065 7.902809 -4.429025 0.1 -0.2 0.0
C 0.813450 6.976123 -0.053205 -0.1 -0.1 -0.5
H 0.402359 9.479695 -3.411320 0.1 -0.1 0.1
H -1.328974 9.468400 -3.116032 0.0 -0.1 0.3
H 0.197469 7.286065 -4.619988 0.0 0.0 0.0
H -0.885656 8.482461 -5.329257 -0.1 0.1 0.1
H -1.516074 7.230828 -4.237455 0.0 0.1 0.0
H 0.791158 7.896441 0.503202 0.0 0.2 -0.1
H 1.644193 6.353425 0.270486 0.0 0.0 0.0
H -0.123787 6.431990 0.046066 0.0 0.0 0.0
```
Forces are in eV/Å.